Record 1
ORCA calculation (ωB97M-V/def2-TZVPD) on the ion C7H13O with charge -1 in a non-equilibrium geometry.

As for the total charge: -1. As for the molar mass: 113.18 g mol⁻¹. For the LUMO energy, the calculation gives 4.01 eV. For the HOMO-LUMO gap, the calculation gives 4.84 eV. As for the total energy: -9515.5979 eV. The energy relative to the best compared isomer or geometry (same formula, charge and spin) comes out at 18.85 kcal/mol.

Last column: Löwdin charge in e.
Element x y z (Å)
H -2.742 3.232 0.632  0.033
H 1.397 0.854 1.550  0.057
H 1.017 -3.513 0.206  0.100
H 2.269 -1.246 0.689  0.093
H -1.867 3.423 -0.934  0.031
H 2.485 -0.284 -0.731  0.065
C 0.988 0.501 0.609  -0.231
H 1.350 -1.868 -1.783  0.088
H -0.351 2.954 1.246  0.044
C -2.109 2.747 -0.110  -0.202
H -0.550 0.736 -0.841  0.084
C 0.835 -1.604 -0.881  -0.219
C 0.276 -2.756 -0.071  -0.296
H -2.639 1.878 -0.503  0.042
O -0.357 -2.254 1.097  -0.102
H -0.493 -3.242 -0.689  0.097
H -0.017 -1.008 -1.211  0.082
C 1.721 -0.648 -0.048  -0.274
C -0.808 2.261 0.546  -0.275
H -0.243 -1.283 1.117  0.052
C -0.162 1.119 0.110  -0.271

Record 2
ORCA calculation (ωB97M-V/def2-TZVPD) on a cluster of 8 separate species, C18H52O18S5 in total in a non-equilibrium geometry.

As for the molar mass: 716.93 g mol⁻¹. For the LUMO energy, the calculation gives 0.18 eV. For the HOMO-LUMO gap, the calculation gives 10.62 eV. As for the total energy: -110532.8978 eV. Its structure (SMILES) is CCOS(C)(=O)=O.CCOS(C)(=O)=O.CCOS(C)(=O)=O.CCOS(C)(=O)=O.CCOS(C)(=O)=O.CO.CO.CO. The energy relative to the best compared isomer or geometry (same formula, charge and spin) comes out at 72.76 kcal/mol.

Last column: Löwdin charge in e.
Element x y z (Å)
S 5.025 0.459 0.466  0.674
H -2.398 0.894 -4.976  0.065
H 0.321 -2.896 -1.694  0.108
H -3.984 -2.751 -2.103  0.065
H -4.839 4.685 -6.423  0.081
O 0.560 -0.663 6.081  -0.323
H 4.774 -7.019 -0.882  0.075
H -1.868 1.527 -1.096  0.065
H -3.671 4.894 -5.205  0.059
H 1.225 2.602 2.269  0.077
H 0.824 1.068 1.543  0.061
H -6.501 4.544 -4.295  0.116
S -5.108 -2.358 0.029  0.698
H -1.353 0.211 0.126  0.069
O -1.464 -1.156 -2.524  -0.324
H 6.635 1.127 -1.273  0.068
H -0.262 4.583 -0.113  0.058
H 3.154 -2.177 -0.713  0.057
H 7.222 -0.157 -0.263  0.057
H -1.029 4.850 2.599  0.073
H -0.406 1.330 7.785  0.069
C -0.188 4.828 -1.172  -0.169
H 6.701 -1.862 1.214  0.098
H 1.706 -2.053 -2.475  0.122
C -1.106 0.841 -0.729  -0.099
H 0.443 -0.037 3.607  0.121
C 2.198 -2.670 -0.539  -0.072
C 5.420 -3.470 1.739  -0.052
O -5.052 -1.115 0.798  -0.310
C 6.340 0.190 -0.802  -0.106
H 5.347 -3.899 0.740  0.064
H 3.701 -7.975 0.091  0.076
O 2.327 0.924 6.984  -0.306
C 0.502 1.052 3.599  -0.308
O -5.544 2.786 -4.697  -0.275
O 5.578 1.110 1.640  -0.295
O -3.936 -3.407 0.516  -0.245
S -0.410 -0.221 -2.039  0.717
H -5.568 -1.895 -2.335  0.066
C -4.739 5.012 -5.389  -0.062
H 4.516 -3.718 2.295  0.072
C -1.841 -3.250 1.640  -0.022
H 1.951 -2.487 0.507  0.085
C -2.633 -3.057 0.312  -0.359
C -0.153 1.860 6.867  -0.102
H 3.642 -6.248 0.206  0.067
C 5.717 -1.897 1.679  -0.227
H -2.592 -2.009 0.011  0.081
H -0.822 -2.922 1.435  0.066
O 0.718 -0.958 -1.051  -0.289
H 1.310 3.577 -1.345  0.079
H -3.541 1.666 -6.221  0.070
O 0.514 0.559 -2.914  -0.310
H -4.918 6.087 -5.356  0.077
H 5.717 -7.991 1.040  0.076
O -4.100 2.034 -2.726  -0.310
H -1.416 2.816 2.115  0.053
H 2.376 1.280 2.440  0.082
H -2.002 3.678 0.811  0.047
H -2.457 -2.650 2.309  0.086
H -3.268 3.159 1.943  0.099
H -0.939 1.970 6.121  0.059
C 1.169 -2.227 -1.543  -0.270
C -5.483 4.159 -4.351  -0.280
H 6.232 -3.970 2.266  0.075
O 4.742 -1.192 0.849  -0.308
O 3.856 1.043 -0.168  -0.294
O -5.024 0.224 -4.243  -0.309
S 1.116 0.726 6.170  0.720
H 2.689 -3.636 -0.652  0.073
H -1.831 -4.319 1.857  0.079
H 0.232 5.821 -1.337  0.080
S -4.494 1.598 -4.043  0.710
O -1.972 4.672 2.563  -0.112
H -5.182 4.165 -3.303  0.108
H -0.280 1.504 -0.471  0.044
H -2.125 -3.459 -0.565  0.114
C -3.077 1.706 -5.236  -0.080
O 0.573 3.894 -1.872  -0.114
O 1.312 1.392 4.649  -0.278
H 5.751 -1.512 2.698  0.114
O 5.237 -7.173 1.186  -0.112
H 0.232 2.869 7.018  0.071
H -4.182 -0.980 -1.775  0.040
C -2.233 3.491 1.860  -0.161
O -6.359 -3.129 0.089  -0.309
C 4.332 -7.086 0.112  -0.183
H -1.191 4.804 -1.597  0.082
C -4.651 -1.964 -1.750  -0.083
H 6.034 -0.477 -1.608  0.072
H -0.437 1.600 3.682  0.108
C 1.314 1.524 2.403  -0.045
H -2.652 2.700 -5.095  0.056

Record 3
ORCA calculation (ωB97M-V/def2-TZVPD) on an isolated molecule of C3H5NO4 in a non-equilibrium geometry.

As for the molar mass: 119.08 g mol⁻¹. For the LUMO energy, the calculation gives 0.65 eV. For the HOMO-LUMO gap, the calculation gives 9.86 eV. As for the total energy: -12867.6189 eV. Its structure (SMILES) is O=COCO/C=N\O. The energy relative to the best compared isomer or geometry (same formula, charge and spin) comes out at 121.21 kcal/mol.

Last column: Löwdin charge in e.
Element x y z (Å)
H 0.887 -3.080 -0.822  0.196
N -0.683 -2.492 0.003  -0.045
H -1.798 -1.834 1.599  0.122
H 0.756 0.256 0.400  0.105
H -0.163 0.141 -0.908  0.147
H 0.768 3.686 0.037  0.181
O -0.354 1.933 0.121  0.027
C -1.159 -1.493 0.789  -0.102
O -0.883 -0.130 0.945  0.010
C -0.154 0.572 0.102  -0.348
O 1.618 2.005 -1.112  0.066
C 0.820 2.569 -0.361  -0.228
O 0.346 -2.133 -0.793  -0.132

Record 4
ORCA calculation (ωB97M-V/def2-TZVPD) on the ion C6H15N2S with charge +1 in a non-equilibrium geometry.

As for the total charge: +1. As for the molar mass: 147.27 g mol⁻¹. For the LUMO energy, the calculation gives -3.91 eV. For the HOMO-LUMO gap, the calculation gives 10.45 eV. As for the total energy: -20268.7831 eV. The energy relative to the best compared isomer or geometry (same formula, charge and spin) comes out at 130.31 kcal/mol.

Last column: Löwdin charge in e.
Element x y z (Å)
S -2.089 -0.250 -0.673  1.067
H 1.995 2.390 -1.013  0.131
C 1.348 -2.329 0.806  -0.062
H 1.608 2.938 1.507  0.104
H 1.269 1.027 1.374  0.065
H -1.976 -1.545 1.470  0.138
N -0.665 -3.335 -0.610  0.112
H 1.992 -1.444 0.383  0.083
H 0.476 1.217 -2.544  0.149
H 0.616 -0.028 -1.135  0.111
H -0.474 -0.320 1.352  0.094
C -0.217 -2.330 0.214  -0.350
C 0.199 1.034 -1.397  -0.263
C -1.170 -1.062 0.743  -0.317
H 0.321 3.289 -0.820  0.131
H -3.300 0.236 -0.083  0.060
H -0.176 2.265 1.549  0.085
N -1.299 1.191 -1.264  -0.316
H 1.218 -2.101 1.971  0.099
H -1.668 -3.120 -0.805  0.035
H 1.858 -3.381 0.745  0.103
C 0.894 2.273 -0.567  -0.228
C 0.884 2.100 1.063  -0.141
H -1.644 1.288 -2.267  0.114

Record 5
ORCA calculation (ωB97M-V/def2-TZVPD) on a structure of composition H16NO11Zn in a non-equilibrium geometry.

As for the total charge: +1. As for the molar mass: 271.51 g mol⁻¹. For the LUMO energy, the calculation gives -9.85 eV. For the HOMO-LUMO gap, the calculation gives 2.18 eV. As for the total energy: -72675.2441 eV. The energy relative to the best compared isomer or geometry (same formula, charge and spin) comes out at 86.38 kcal/mol.

Last column: Löwdin charge in e.
Element x y z (Å)
H 7.961 0.309 -21.891  0.022
O 7.199 -0.602 -19.185  -0.033
H 7.658 -0.796 -20.002  -0.035
O 9.664 4.660 -18.572  -0.046
O 7.875 2.439 -21.362  0.048
H 8.414 5.452 -22.780  0.028
N 7.041 2.859 -20.584  -0.545
H 8.104 0.920 -17.081  -0.007
O 5.242 3.117 -23.462  0.000
H 6.473 2.758 -17.462  -0.018
H 9.002 -0.783 -21.768  0.076
O 9.009 0.704 -16.857  -0.040
O 6.005 2.366 -16.725  -0.044
O 10.181 1.866 -19.127  -0.030
O 7.063 2.431 -19.425  0.072
H 9.536 1.177 -17.501  -0.021
O 8.095 -0.574 -21.546  -0.019
O 8.737 5.252 -21.901  -0.026
O 6.320 3.806 -20.871  -0.085
H 9.516 3.785 -18.930  -0.028
H 9.343 4.609 -17.672  0.033
H 11.102 1.605 -19.123  0.080
H 7.121 0.352 -19.173  -0.020
H 6.453 2.704 -15.950  0.045
H 6.152 3.095 -23.757  0.109
Zn 4.441 4.124 -21.903  1.364
H 9.921 1.813 -20.047  0.040
H 8.252 4.469 -21.640  -0.036
H 4.796 2.474 -24.013  0.113

Record 6
ORCA calculation (ωB97M-V/def2-TZVPD) on an isolated molecule of C4H5N3 in a non-equilibrium geometry.

As for the molar mass: 95.10 g mol⁻¹. For the LUMO energy, the calculation gives 0.62 eV. For the HOMO-LUMO gap, the calculation gives 9.66 eV. As for the total energy: -8696.6038 eV. Its structure (SMILES) is C=Cn1ccnn1. The energy relative to the best compared isomer or geometry (same formula, charge and spin) comes out at 73.99 kcal/mol.

Last column: Löwdin charge in e.
Element x y z (Å)
H 1.807 -2.127 0.277  0.087
C 1.238 -0.060 -0.069  -0.208
C -0.891 1.094 0.013  -0.064
H 3.115 -0.890 -0.095  0.030
H 1.747 0.826 -0.278  0.094
N -2.225 -0.680 -0.013  -0.039
N -1.093 -1.217 -0.080  0.099
H -2.970 1.404 0.108  0.078
N -0.118 -0.018 0.072  -0.069
C 2.096 -1.047 0.068  0.026
H -0.497 2.030 -0.046  0.092
C -2.208 0.685 0.043  -0.127